[1]
A cluster of 2 separate species, C4H12N2O2 in total in a non-equilibrium geometry. Source: the Open Molecules 2025 dataset; level of theory: ωB97M-V/def2-TZVPD.

Geometry as XYZ:
```
20
Properties=species:S:1:pos:R:3:forces:R:3:mulliken_spin:R:1
O 2.047647 -1.978249 -2.137675 4.5 5.1 -3.7 0.000
C -1.300238 -1.007888 1.078049 0.9 -1.6 -2.2 0.007
H -0.506546 -1.741732 1.279147 -0.2 0.2 -0.2 0.014
H 1.768436 0.094802 -0.083277 -0.3 -0.3 -0.4 -0.003
H 1.535433 -1.191592 -1.994700 -0.1 1.0 -0.4 -0.001
H 2.053667 1.738025 -0.305128 -0.3 0.6 -0.7 0.001
H -0.406969 2.271296 0.000567 -0.3 -2.2 0.7 0.005
C -0.023518 1.257660 0.430366 2.0 1.1 -0.3 0.022
H 1.389770 0.786590 -2.554049 -0.6 -0.4 0.5 -0.002
H 0.044359 1.597341 -2.125360 0.9 -1.6 0.7 0.002
H -2.788510 -0.511438 2.708992 -2.1 -0.4 0.1 0.010
H 1.546093 -2.515732 -1.706883 -4.5 -6.3 4.1 0.001
C -1.787654 -0.631324 2.434491 3.6 2.6 1.9 0.063
C 1.276435 0.991732 -0.466633 -1.6 -0.3 0.7 0.045
N 0.634685 0.750518 -1.836976 1.2 2.2 0.3 0.136
H -2.151744 -1.471566 0.582113 0.3 -0.4 -0.4 -0.001
H -1.746009 0.323409 -0.204207 0.0 0.5 -1.4 -0.021
N -0.841044 0.051047 0.139982 -2.2 1.6 2.7 0.620
H 0.183148 1.470809 1.548955 -0.2 -1.0 -1.7 0.026
O -0.927441 -0.283707 3.212226 -0.9 -0.4 -0.2 0.076
```
Positions in Å, forces in eV/Å.

Summary:
Expectation value of S²: 0.76
Energy above the lowest of the compared OMol25 structures with the same formula, charge and spin (kcal per mole): 98.5
Calculated total energy (eV): -11406.3415
Orbital gap (alpha / beta) (eV): 10.30 / 5.99
Spin multiplicity: 2
LUMO level (alpha / beta) (eV): -4.312 / -8.467
Charge: +1
E_HOMO (alpha / beta) (hartree): -0.537 / -0.531

[2]
A cluster of 2 separate species, C4H11NO2S in total in a non-equilibrium geometry. Source: the Open Molecules 2025 dataset; level of theory: ωB97M-V/def2-TZVPD.

Geometry as XYZ:
```
19
Properties=species:S:1:pos:R:3:forces:R:3:mulliken_charge:R:1
C 0.758435 1.062784 -0.215827 -0.7 1.9 -1.3 -0.274
H 0.265626 1.671949 -0.979146 0.2 0.3 0.0 0.244
H 0.128206 -1.020885 1.252017 0.6 -1.0 -0.4 0.209
H -0.671915 -3.191611 -0.158660 -0.2 0.1 0.2 0.105
H -1.437488 -0.748631 -0.317209 -0.3 -1.0 0.3 0.300
H 1.315512 -0.929890 -0.117314 0.7 -0.8 -1.0 0.357
C -1.659126 1.098883 0.646091 -1.7 -0.3 -2.1 -0.500
H -2.361316 0.840161 1.432106 0.4 1.0 0.7 0.314
H 3.555771 0.130530 -1.742034 -1.7 -0.2 0.0 0.143
O -2.056645 0.029868 -0.339018 1.3 1.4 0.5 -0.420
C -0.234256 0.884891 0.863353 2.4 -4.8 1.0 0.170
S 2.259815 -0.028445 -2.288005 1.3 0.0 -0.2 -0.233
O -0.563793 -2.240613 -0.081394 0.2 1.2 0.7 -0.860
C 1.098629 -0.276563 -0.956229 -0.8 0.5 1.1 -0.487
N 0.177834 -0.103174 1.783318 -2.4 2.6 -1.0 -0.403
H 0.131411 -0.652896 -1.414513 1.5 0.3 0.3 0.254
H 1.665101 1.639786 0.090841 -0.6 -0.8 0.1 0.433
H -1.813717 2.022499 0.056848 -0.3 -0.2 0.9 0.287
H -0.558085 -0.188647 2.484769 0.1 -0.2 0.1 0.363
```
Positions in Å, forces in eV/Å.

Summary:
Energy above the lowest of the compared OMol25 structures with the same formula, charge and spin (kcal per mole): 116.6
Calculated total energy (eV): -20742.2456
Orbital gap (eV): 6.23
Spin multiplicity: 1
LUMO level (eV): -2.166
E_HOMO (hartree): -0.309

[3]
A structure of composition C33H32FN5O5Ti in a non-equilibrium geometry. Source: the Open Molecules 2025 dataset; level of theory: ωB97M-V/def2-TZVPD.

Geometry as XYZ:
```
77
Properties=species:S:1:pos:R:3:forces:R:3:mulliken_spin:R:1
O -0.846172 2.732088 3.944382 0.1 -0.5 -0.2 0.013
H 0.691064 -4.093927 -0.013025 0.0 0.0 0.0 0.000
H -2.409667 -0.303677 -5.503085 0.0 0.0 0.0 -0.002
H 0.703555 -2.358455 -6.789402 0.0 0.0 0.0 0.000
C 5.102317 -0.127022 -1.900485 0.0 0.0 0.0 0.007
C -0.936808 0.600543 -1.526683 0.0 0.0 0.0 0.305
C 3.866832 0.517802 -2.445695 0.0 0.0 0.0 0.037
C -0.698200 2.709469 5.275722 -0.1 0.0 0.0 0.014
H -1.420478 -2.817185 0.098584 0.0 0.0 0.0 0.001
C -2.103526 -0.956220 1.868893 -0.1 0.2 0.0 0.030
N -2.298831 0.153173 2.485400 -0.3 -0.6 -0.4 -0.056
H 2.111095 -1.991318 3.475618 0.0 0.0 0.0 0.001
C 0.391652 3.354514 5.870257 -0.1 0.0 0.0 -0.002
H -0.205901 -0.205767 -7.631593 0.0 0.0 0.0 -0.001
H -1.294809 1.038551 -5.743213 0.0 0.0 0.0 -0.003
H -4.276993 0.154321 1.759516 0.0 0.0 0.0 0.003
C 2.430530 1.815762 2.025281 -0.1 0.0 -0.2 -0.023
H 1.427473 3.801264 7.680779 0.0 0.0 0.0 0.000
C -1.149945 0.124365 -2.791022 0.0 0.0 0.0 -0.132
C 0.536349 -3.362321 0.769170 0.0 0.0 0.0 0.003
C -0.847020 -1.699296 1.840091 -0.2 0.1 0.0 0.013
C -1.589218 1.986917 6.094765 0.1 0.1 0.1 -0.005
H 3.995612 1.260153 -3.228190 0.0 0.0 0.0 -0.015
C -0.277127 -2.635676 -6.406814 0.0 0.0 0.0 0.002
N 2.769466 0.773910 -1.560478 0.0 0.0 0.0 0.021
C -1.194762 -0.467382 -7.259980 0.0 -0.1 0.0 0.009
H -1.757237 0.796294 -0.853058 0.0 0.0 0.0 0.056
C 0.403672 0.829529 -1.092830 0.0 0.1 0.0 -0.019
N -0.364982 -0.662725 -5.004722 0.1 -0.1 0.0 0.001
O -0.342326 1.561525 0.999577 -0.3 -0.3 0.2 0.067
C -4.250920 0.849434 3.808278 -0.1 0.1 0.0 -0.004
C -0.485228 -2.105678 -5.002720 -0.1 0.0 0.0 0.025
O 3.512201 2.346689 2.227114 0.1 0.0 0.1 -0.001
H 5.102786 -0.391921 -0.853154 0.0 0.0 0.0 -0.001
H -1.965951 -0.073808 -7.920539 0.0 0.0 0.0 -0.001
H 1.089355 3.868692 5.222923 0.0 0.0 0.0 0.000
H -0.423822 -3.711717 -6.484051 0.0 0.0 0.0 0.001
C 0.577071 3.297513 7.238088 0.0 0.0 0.0 0.002
C 1.469242 0.560711 -2.003983 0.0 0.0 0.0 -0.020
C -1.384518 -0.044646 -5.817159 0.0 0.1 0.0 0.017
C -2.684624 1.229998 5.467966 0.0 -0.1 0.1 -0.003
H 0.277386 -2.526119 -4.348496 0.0 0.0 0.0 0.005
H -0.137155 2.525283 9.117063 0.0 0.0 0.0 0.000
H 1.994787 -0.046711 -4.003756 0.0 0.0 0.0 0.027
C 0.661197 1.308006 0.205748 0.1 -0.1 0.1 0.176
C 4.186680 -0.906682 -2.800402 0.0 0.0 0.0 0.001
H 2.461396 -3.671571 1.668722 0.0 0.0 0.0 0.000
H -2.223642 -2.245969 -7.002386 0.0 0.0 0.0 0.000
C -0.641667 -2.652189 0.836412 0.0 0.0 0.0 0.006
H -5.248225 1.281698 3.701685 0.0 0.0 0.0 0.000
H 3.565839 -1.658969 -2.333012 0.0 0.0 0.0 0.000
C 2.028513 1.490534 0.601356 -0.1 -0.1 0.0 -0.027
H -4.340043 -0.153370 4.252279 0.0 0.0 0.0 0.000
H -1.179217 -2.307173 -8.270084 0.0 0.0 0.0 0.000
C 0.144256 -1.474439 2.826275 0.0 -0.1 0.1 0.008
H -2.786844 0.174763 5.766069 0.0 0.0 0.0 -0.002
H 4.041019 1.409495 -0.024519 0.0 0.0 0.0 0.019
H -2.918415 -1.371469 1.264461 0.0 -0.1 0.1 0.000
Ti -0.444025 1.142735 2.967970 1.2 1.8 0.2 0.929
C 3.008044 1.248667 -0.293482 0.0 0.0 0.0 0.158
O 1.596553 1.422657 2.919131 -0.3 0.0 0.2 0.011
H 6.052076 0.211476 -2.288244 0.0 0.0 0.0 -0.001
H -3.535459 1.753239 2.000696 0.0 0.0 0.0 -0.001
C -0.297185 2.578267 8.048426 0.0 0.0 0.0 -0.001
N -3.421470 1.738057 4.577724 0.0 0.0 -0.1 0.007
C -1.359322 1.912530 7.466942 0.0 0.0 0.0 0.002
C 1.527924 -3.123666 1.728330 0.1 0.0 0.0 0.005
H -1.467024 -2.445117 -4.622645 0.0 0.0 0.0 -0.002
C -0.136129 -0.099507 -3.706264 0.1 0.0 0.0 0.151
O -0.052847 -0.601954 3.783314 0.1 -0.2 -0.1 0.011
C -3.630178 0.747329 2.415429 0.1 -0.1 -0.1 0.018
F -2.434031 -0.159349 -3.182216 0.0 0.0 0.0 0.000
H 4.505402 -1.121042 -3.811671 0.0 0.0 0.0 0.002
N -1.287492 -1.974533 -7.313088 0.0 0.0 0.0 0.001
H -2.033578 1.325821 8.081243 0.0 0.0 0.0 0.000
C 1.348680 -2.204122 2.739018 -0.2 -0.1 -0.1 -0.001
C 1.202987 0.118917 -3.288551 -0.1 0.1 0.0 0.161
```
Positions in Å, forces in eV/Å.

Summary:
Expectation value of S²: 2.03
Calculated total energy (eV): -78261.4522
Orbital gap (alpha / beta) (eV): 3.02 / 5.68
Spin multiplicity: 3
LUMO level (alpha / beta) (eV): -1.438 / -1.445
E_HOMO (alpha / beta) (hartree): -0.164 / -0.262

[4]
A cluster of 2 separate species, C5H11P in total in a non-equilibrium geometry. Source: the Open Molecules 2025 dataset; level of theory: ωB97M-V/def2-TZVPD.

Geometry as XYZ:
```
17
Properties=species:S:1:pos:R:3:forces:R:3:mulliken_charge:R:1
H 0.716906 1.147000 -3.176520 0.6 1.1 0.8 0.290
H -0.876449 -1.445231 0.961024 1.4 -0.7 -0.2 0.241
C 0.212568 -1.129314 0.828200 -3.0 0.2 0.2 -0.072
H -2.085520 0.747474 0.175027 1.8 0.5 1.2 0.264
H 1.735565 -0.409347 2.009551 0.5 0.6 0.0 0.326
H 0.702553 -1.396117 2.817079 -0.3 -1.9 2.2 0.413
H -0.705011 1.499552 1.426047 -1.4 -0.1 -1.9 0.290
C 0.689919 -0.643517 2.127108 1.5 0.9 -0.1 -1.388
H -0.980178 1.997046 -0.412673 0.4 -1.0 1.3 0.288
H 0.898337 -1.899497 0.480959 -0.5 0.0 -0.6 0.333
H 1.080027 0.518952 -0.349615 -2.2 -0.5 0.9 0.330
C -1.008447 1.148716 0.353914 -0.2 0.2 -0.3 -0.953
P -0.581101 -0.797884 -2.221325 0.5 1.1 2.9 -0.010
C 0.076773 0.313494 -3.226134 -0.4 -1.3 -1.5 -0.465
C 0.037064 0.090175 0.018307 1.8 0.4 -5.8 -0.504
H -0.074814 0.041050 -4.281279 -0.1 0.1 0.2 0.268
H 0.161809 0.217449 2.470329 -0.3 0.4 0.5 0.350
```
Positions in Å, forces in eV/Å.

Summary:
Energy above the lowest of the compared OMol25 structures with the same formula, charge and spin (kcal per mole): 64.9
Calculated total energy (eV): -14648.5076
Orbital gap (eV): 8.41
Spin multiplicity: 1
LUMO level (eV): 0.570
E_HOMO (hartree): -0.288

[5]
The molecule C21H19ClN2O3S in a non-equilibrium geometry. Source: the Open Molecules 2025 dataset; level of theory: ωB97M-V/def2-TZVPD.

Geometry as XYZ:
```
47
Properties=species:S:1:pos:R:3:forces:R:3:mulliken_charge:R:1
O -1.043692 -0.540426 0.789032 -0.6 -0.1 0.4 -0.205
H -2.923855 1.353447 2.769316 0.1 -0.1 -0.1 0.349
H -7.723460 -1.984008 -0.440109 -0.1 0.0 -0.1 0.311
C -4.419854 2.098407 -1.042890 -0.1 0.0 -0.1 -0.893
C -2.643907 0.354783 2.406444 0.2 -0.1 0.2 -0.717
C 5.147570 -0.216292 -0.101347 0.1 0.0 0.1 0.021
H -3.045254 2.167805 0.588616 0.1 0.0 0.0 0.369
C 0.527515 0.914856 0.624782 -0.9 -0.3 0.5 0.724
C -5.795396 0.139234 -1.201361 0.1 0.0 0.1 -0.184
H -4.111984 3.061438 -1.419853 0.0 0.1 0.0 0.373
H -2.476544 -0.299202 3.270157 0.0 0.2 -0.1 0.327
C -3.813945 1.590671 0.099131 0.1 0.0 0.2 -0.477
C 4.052968 -0.968233 -0.521336 0.1 -0.1 0.0 1.061
H -6.434177 -2.732507 -1.436795 -0.1 -0.1 -0.1 0.307
N 0.125521 -0.254499 0.183718 0.8 0.1 -0.5 -0.479
O 1.831482 2.846044 0.569578 -0.2 0.0 0.2 -0.721
C 6.313104 -0.893635 0.251517 -0.2 -0.2 -0.1 0.495
C 5.316060 -3.001413 -0.256442 0.0 0.0 0.0 -0.486
H 2.657778 -0.352922 -2.011033 -0.1 0.0 0.1 0.228
C 4.145526 -2.352778 -0.598513 0.0 0.1 0.0 -0.818
S -5.578036 -1.930354 0.676624 -0.3 -0.3 -0.1 0.067
H -0.357226 2.364008 2.067235 0.0 0.2 0.1 0.485
C -4.197447 0.356511 0.590968 -0.2 0.0 -0.3 0.448
O -3.694319 -0.255931 1.705114 -0.1 0.0 -0.1 -0.469
C 5.066095 1.280710 -0.014474 -0.2 0.1 -0.1 -0.847
H -6.565231 -0.411035 -1.717047 -0.1 -0.1 0.0 0.324
H 7.328746 -2.762151 0.454245 0.1 0.0 0.0 0.419
C 3.897092 1.809151 -0.840059 0.3 0.4 0.2 -1.226
H 4.931892 1.570311 1.032243 0.1 0.1 0.0 0.318
H 3.719090 2.864698 -0.630207 0.1 -0.2 -0.1 0.463
H 5.999648 1.726722 -0.361259 0.0 0.0 0.0 0.544
C -6.841299 -2.617174 -0.436824 0.4 0.4 0.3 -0.970
C -1.379013 0.462854 1.612184 0.6 0.9 0.0 0.305
H -7.090464 -3.590841 -0.027218 0.0 -0.1 0.0 0.357
H 1.909581 -0.851801 -0.491941 0.3 0.0 -0.2 0.643
H 5.380380 -4.076583 -0.319229 0.0 -0.1 0.0 0.387
C 1.742464 1.676161 0.227517 0.3 0.1 -0.3 0.266
H -5.874348 1.771477 -2.575732 0.0 0.1 -0.1 0.362
C 6.409707 -2.271310 0.176100 0.1 0.1 0.0 -0.675
C -0.416122 1.429358 1.552738 -0.4 -0.6 0.0 -0.361
C -5.198202 -0.378386 -0.066869 0.0 -0.3 0.2 0.736
C -5.403606 1.377637 -1.688005 0.0 0.1 -0.1 -0.763
N 2.698834 1.070216 -0.502932 0.2 0.0 -0.1 0.086
H 4.097966 1.676540 -1.908031 0.0 0.0 0.0 0.377
C 2.754263 -0.307399 -0.915645 -0.2 -0.4 -0.2 -1.057
Cl 7.686788 0.004764 0.805946 0.2 0.1 0.1 -0.228
H 3.287289 -2.918915 -0.928050 -0.1 -0.1 0.0 0.426
```
Positions in Å, forces in eV/Å.

Summary:
SMILES: CSc1ccccc1OCc1cc(C(=O)N2CCc3c(Cl)cccc3C2)no1
Energy above the lowest of the compared OMol25 structures with the same formula, charge and spin (kcal per mole): 28.5
Calculated total energy (eV): -54564.8471
Orbital gap (eV): 8.62
Spin multiplicity: 1
LUMO level (eV): 0.675
E_HOMO (hartree): -0.292